Below is a 4-piece molecular cluster, C40H81B2Cl2F10N6O12S overall at a distorted geometry, with properties calculated with wB97M-V/def2-TZVPD.

XYZ file:
```
154
Properties=species:S:1:pos:R:3:forces:R:3
C 0.26126 4.14839 1.42062 1.305 0.040 1.146
C 1.80114 4.19776 1.00040 -0.517 1.843 0.230
N 2.09553 3.61954 -0.33339 -0.439 -0.935 0.106
C 2.54039 2.22878 -0.28458 1.112 2.362 -0.522
C 4.10929 2.37026 0.06369 0.266 -0.967 0.617
Cl 4.92393 3.97767 -0.15281 -1.004 -1.539 0.013
C 4.90561 1.37912 0.54635 0.839 1.447 -0.317
C 6.43549 1.62873 0.84441 -0.678 -1.808 0.785
Cl 4.29681 -0.26988 0.83496 0.513 1.123 -0.338
O 1.88927 1.56719 0.80366 0.271 -1.487 -1.006
C 1.03683 0.48081 0.53508 -2.077 0.496 0.438
N 1.25026 -0.67764 1.48893 -1.091 1.436 -0.190
C 0.37567 -0.60515 2.38128 1.854 -1.304 -1.058
O -0.38025 -0.72867 3.22855 -0.734 0.374 0.699
C 0.98249 -0.14054 -0.89724 -0.388 -1.651 0.545
B -0.39669 -1.03178 -1.05616 -1.936 -0.523 -0.383
O -0.31817 -2.41269 -1.39003 1.271 1.662 1.071
O -1.68919 -0.50891 -0.86237 2.323 -1.277 0.665
C -2.35440 -1.43004 0.07277 -2.117 -0.542 0.675
C -3.36937 -2.44169 -0.66381 1.392 0.687 -0.030
N 1.22213 0.83532 -2.06819 0.406 -0.649 0.537
B 1.47357 -0.17254 -3.23081 0.723 -1.613 -3.249
O 2.66373 -0.95694 -3.31057 -1.665 0.824 1.668
O 0.61121 -0.36200 -4.30995 0.464 -0.206 2.760
C 0.61752 -1.77035 -4.74925 -0.653 -0.372 -1.412
C 0.07392 1.71288 -2.37179 -3.329 2.505 -1.165
F -0.59553 2.23345 -1.21690 1.708 -1.105 -0.484
C 0.30018 2.97622 -3.27603 0.124 0.623 -0.758
C 0.37132 2.71334 -4.83245 -0.547 -0.271 0.097
C 2.53273 1.46993 -1.68214 2.750 -0.190 1.082
C 3.40221 2.14705 -2.80893 0.853 0.755 -0.106
C 4.77803 1.39102 -3.11486 0.319 0.532 -0.575
C 5.11272 1.37641 -4.67498 0.288 -0.565 -0.208
C 5.36990 -0.10029 -5.23898 -0.269 0.645 -0.356
C 6.91205 -0.32120 -5.44432 -0.717 1.615 1.328
F 7.48667 0.04060 -4.20009 -0.365 -0.818 -1.447
F 7.47142 0.59012 -6.33638 -0.869 -1.817 0.785
C 7.36558 -1.80797 -5.68560 1.979 0.486 2.076
F 8.73398 -1.81731 -5.81903 -1.943 0.022 0.165
F 7.09112 -2.51541 -4.52719 -0.101 0.969 -1.761
S 6.61924 -2.71698 -7.13576 1.160 -3.339 -2.472
F 6.15416 -1.36622 -7.90824 0.224 -1.135 1.204
F 5.17845 -2.94153 -6.40061 1.264 1.022 -0.627
F 7.11960 -4.14511 -6.46250 -0.629 1.661 -0.604
F 8.07711 -2.66910 -7.90995 -1.995 0.310 0.576
F 6.05656 -3.57507 -8.40097 0.328 1.028 1.407
H 0.05750 5.12580 1.95043 -0.084 -1.121 -0.705
H -0.43660 4.00270 0.55847 0.654 0.094 0.785
H 0.15474 3.36432 2.22417 -0.339 0.662 -1.123
H 2.04909 5.30255 0.92056 -0.082 -1.235 -0.028
H 2.48346 3.82182 1.81818 -0.814 0.051 -1.096
H 1.28342 3.78114 -0.92380 0.160 -0.353 0.192
H 6.61874 2.57026 1.41560 -0.268 -0.685 -0.863
H 6.75662 0.77946 1.52173 -0.250 0.931 -0.771
H 7.04358 1.52510 -0.09248 -0.611 0.444 0.802
H -0.02005 0.82803 0.77287 1.169 0.088 -0.683
H 1.77523 -0.95429 -0.91640 -0.353 1.426 -0.206
H 0.50815 -2.77981 -1.00791 -0.610 -0.036 -0.531
H -2.94932 -0.78437 0.78652 0.743 -0.524 -0.914
H -1.62428 -1.98856 0.73176 -0.569 0.550 -0.979
H -3.25430 -3.45967 -0.20960 -0.420 0.953 -0.349
H -4.41202 -2.04151 -0.60509 0.919 -0.555 -0.058
H -3.03869 -2.51920 -1.74116 -0.511 0.056 1.125
H 2.54046 -1.78057 -2.80227 0.550 0.285 -0.349
H -0.38222 -1.97331 -5.23428 1.048 0.461 0.636
H 1.40084 -1.89996 -5.54478 -0.629 0.024 1.046
H 0.71774 -2.49175 -3.89796 0.048 0.774 -0.788
H -0.78711 1.19180 -2.89467 1.487 -0.338 0.680
H -0.62275 3.61572 -3.12725 0.955 -0.936 0.086
H 1.15757 3.64002 -2.99292 -0.573 -0.859 0.086
H 1.20209 2.01894 -5.14359 -0.754 0.906 0.256
H 0.44435 3.70768 -5.35342 0.187 -1.054 0.520
H -0.59671 2.24955 -5.18140 0.992 0.351 0.372
H 3.19695 0.59045 -1.40435 -1.202 0.713 -0.452
H 2.89959 2.30829 -3.79642 -0.047 -0.334 1.031
H 3.70928 3.18072 -2.46194 -0.709 -1.063 -0.349
H 5.61515 1.96015 -2.62631 -0.882 -0.613 -0.199
H 4.81213 0.34284 -2.72070 -0.214 0.944 -0.278
H 4.28761 1.80540 -5.30733 0.648 -0.276 0.821
H 6.02865 1.99744 -4.89488 -1.060 -0.594 0.299
H 4.94041 -0.85889 -4.52904 0.746 0.616 -0.668
H 4.78524 -0.20311 -6.19571 0.966 -0.066 0.791
C -6.57676 -2.89741 -3.98430 0.261 -0.003 0.067
O -5.41808 -3.35922 -4.66096 -0.336 0.053 -0.037
C -5.63852 -3.65284 -6.04071 0.366 -0.026 -0.175
C -4.94149 -2.63124 -6.93160 -0.323 0.110 0.295
N -5.58935 -1.32365 -6.85429 0.291 -0.075 -0.035
C -4.81323 -0.23749 -7.45464 -0.227 0.009 0.268
C -3.44476 0.08060 -6.84188 -0.069 0.352 -0.350
O -3.50562 0.62567 -5.52896 0.299 -0.305 -0.048
C -3.61748 -0.33491 -4.49196 -0.105 0.415 0.087
H -6.35797 -2.88405 -2.91560 0.059 -0.048 -0.069
H -6.83145 -1.87826 -4.29033 -0.206 -0.021 -0.015
H -7.42815 -3.56056 -4.15632 -0.033 0.062 -0.022
H -6.70633 -3.72051 -6.27642 0.059 0.143 0.088
H -5.19745 -4.63532 -6.22784 -0.013 0.004 -0.018
H -4.96431 -2.98235 -7.96748 0.013 0.031 0.011
H -3.89492 -2.57813 -6.60872 0.109 -0.204 -0.064
H -5.75239 -1.09309 -5.88202 -0.065 -0.058 -0.074
H -5.42989 0.66295 -7.37591 0.122 0.015 -0.057
H -4.68975 -0.44063 -8.52302 0.079 -0.050 0.039
H -2.99001 0.85989 -7.46116 -0.037 0.006 0.051
H -2.75528 -0.77063 -6.87970 -0.082 -0.110 0.148
H -3.10216 -1.27101 -4.72491 -0.117 -0.042 -0.098
H -4.67095 -0.52040 -4.27462 0.067 -0.293 0.128
H -3.16838 0.08593 -3.58857 0.007 0.051 -0.035
C -2.08184 2.47944 8.66583 -0.109 -0.149 -0.224
O -3.22556 2.74830 7.87022 0.191 0.150 0.288
C -3.82118 4.01840 8.13166 -0.239 0.062 -0.314
C -3.60418 4.97106 6.96172 0.311 -0.193 0.216
N -2.20375 5.37538 6.85485 -0.173 -0.024 -0.196
C -1.87254 6.05410 5.60135 0.200 -0.206 0.190
C -2.04520 5.26575 4.29772 0.182 0.392 -0.114
O -1.13484 4.18363 4.14586 -0.424 -0.041 0.167
C -1.53063 2.98162 4.78824 0.341 0.042 -0.078
H -1.81854 1.42954 8.53068 -0.081 0.047 -0.040
H -1.22880 3.08593 8.34657 0.076 0.054 0.186
H -2.28528 2.65328 9.72562 0.056 0.054 -0.001
H -3.45681 4.45320 9.06922 0.120 -0.056 -0.115
H -4.89464 3.84561 8.24445 0.002 0.023 0.002
H -4.22511 5.86086 7.10222 0.025 -0.002 -0.024
H -3.94127 4.45551 6.05517 -0.232 -0.011 0.015
H -1.61665 4.55409 6.93187 -0.051 0.060 0.071
H -0.82003 6.34478 5.67678 -0.059 0.034 -0.109
H -2.45055 6.98160 5.53899 -0.068 -0.065 -0.039
H -1.82164 5.95391 3.47589 0.032 -0.032 0.020
H -3.07632 4.93366 4.13586 0.011 -0.141 0.131
H -2.61571 2.85459 4.80429 0.014 0.063 0.088
H -1.12736 2.94365 5.80190 -0.196 -0.146 0.085
H -1.09434 2.14448 4.23758 -0.001 0.054 -0.063
C -2.63761 -5.59886 8.93793 0.267 -0.002 0.087
O -1.48458 -6.06560 8.25557 -0.377 0.041 -0.088
C -1.71684 -6.37792 6.88430 0.364 -0.025 -0.134
C -1.03210 -5.36570 5.97279 -0.261 0.112 0.326
N -1.68432 -4.05932 6.03897 0.222 -0.068 -0.106
C -0.91943 -2.97818 5.41624 -0.210 0.008 0.356
C 0.45522 -2.64385 6.00926 -0.044 0.317 -0.214
O 0.40716 -2.08134 7.31122 0.101 -0.280 -0.202
C 0.31503 -3.02622 8.36660 -0.059 0.308 0.151
H -2.40780 -5.57058 10.00357 0.063 -0.042 -0.080
H -2.89893 -4.58459 8.62114 -0.202 -0.017 -0.011
H -3.48857 -6.26730 8.78340 -0.035 0.055 -0.028
H -2.78700 -6.45254 6.65982 0.052 0.141 0.079
H -1.27386 -7.36134 6.70591 -0.007 0.004 -0.025
H -1.06404 -5.73127 4.94156 0.004 0.025 0.000
H 0.01669 -5.30428 6.28412 0.090 -0.199 -0.062
H -1.83806 -3.81642 7.00990 -0.030 -0.053 -0.065
H -1.54022 -2.07987 5.48975 0.118 0.019 -0.060
H -0.80706 -3.19563 4.34856 0.069 -0.079 0.022
H 0.89793 -1.87033 5.37342 -0.017 0.016 0.057
H 1.14922 -3.49101 5.97502 -0.091 -0.107 0.133
H 0.83529 -3.95940 8.13757 -0.095 -0.015 -0.060
H -0.73170 -3.22252 8.60816 0.035 -0.234 0.055
H 0.77306 -2.58642 9.25408 0.034 0.045 -0.098
```
Positions in Å, forces in eV/Å.

Computed properties:
Net charge = +1
E = -5170.6352 hartree
2S+1 = 1